Formula: C27H40BBrF4N5O5Tl
Source: the Open Molecules 2025 dataset
Level of theory: ωB97M-V/def2-TZVPD

```
84
Properties=species:S:1:pos:R:3:forces:R:3
Tl -0.97315 -3.10245 21.92563 0.383 0.863 0.537
C -3.28360 -5.64300 28.87036 0.166 0.585 0.943
C -4.31967 -5.16872 27.88472 -0.742 -0.343 0.498
C -5.01285 -4.00778 28.54452 -0.309 1.356 -0.276
C -5.43369 -6.17549 27.66131 -0.248 -1.259 -0.357
C -3.75087 -4.89130 26.52805 0.600 -0.090 -0.750
C -3.95787 -3.68853 25.91008 0.111 0.592 -1.065
C -3.52034 -3.51906 24.59199 0.008 0.237 0.205
Br -3.93020 -1.79683 23.86300 0.266 -0.471 -0.182
C -2.84095 -4.49591 23.83834 -0.398 0.494 -0.367
O -2.56449 -4.24774 22.50502 -0.333 -0.155 0.854
C -2.64803 -5.75527 24.45742 0.394 -0.014 0.128
C -3.09396 -5.87807 25.76816 -0.617 0.449 0.404
C -2.05349 -7.04874 23.82488 -0.824 0.284 -0.133
C -0.93559 -7.61630 24.68644 0.336 0.663 -0.315
C -3.23097 -8.06339 23.73308 0.575 -0.017 -0.173
C -1.44485 -6.80769 22.44860 -0.603 -0.675 0.225
H -3.69632 -5.58976 29.90228 0.316 -0.285 -0.611
H -2.41421 -4.98881 28.83448 0.068 0.177 0.082
H -2.92260 -6.61988 28.67194 0.256 -1.120 -0.161
H -5.39579 -4.31159 29.52051 -0.217 -0.113 -0.202
H -5.84594 -3.66056 27.89862 0.364 0.057 0.590
H -4.33050 -3.17673 28.76296 -0.102 0.041 -0.261
H -5.98013 -6.44824 28.57369 0.180 0.199 -0.060
H -5.00881 -7.10458 27.25042 -0.291 0.146 0.047
H -6.15301 -5.78013 26.92556 0.201 -0.167 0.270
H -4.50715 -2.86452 26.35621 0.206 -0.224 0.062
H -3.04584 -6.84428 26.22014 0.298 -0.538 0.218
H -1.19184 -7.67901 25.72379 -0.179 -0.182 0.640
H -0.05084 -6.97118 24.59785 -0.115 -0.189 0.061
H -0.69113 -8.59671 24.31219 0.224 -0.450 -0.063
H -3.53292 -8.43438 24.71197 -0.014 0.076 0.094
H -2.95825 -8.93929 23.12598 0.065 0.257 0.109
H -4.08445 -7.58262 23.27209 -0.265 0.040 -0.149
H -0.63744 -6.12883 22.55352 0.621 0.585 -0.104
H -2.16162 -6.42997 21.74064 -0.218 0.136 -0.277
H -1.03365 -7.73179 22.05671 0.049 -0.313 -0.017
C 3.66416 -2.71122 23.64744 -0.564 0.259 -0.896
N 2.38250 -2.88069 24.33460 -0.224 -0.564 0.179
C 1.97908 -1.81669 25.24182 0.386 0.651 0.514
C 1.40106 -3.59175 23.84215 0.946 0.283 0.438
N 0.49640 -4.24550 23.53252 -0.756 0.028 -0.365
H 4.41876 -2.42911 24.36610 0.159 -0.200 0.297
H 3.55924 -1.88083 22.93607 0.134 -0.157 0.006
H 3.93649 -3.61018 23.08739 -0.091 0.149 0.274
H 2.80535 -1.61240 25.93307 -0.091 -0.143 -0.142
H 1.10935 -2.08958 25.85142 0.146 -0.013 -0.454
H 1.79570 -0.91466 24.65391 -0.261 0.040 0.206
F 1.32764 -4.56052 18.97992 0.146 -0.075 -0.131
B 1.31509 -4.81042 20.34527 0.335 0.513 -0.185
F -0.11235 -4.81650 20.72100 0.143 -0.230 -0.105
F 1.88277 -5.99186 20.69812 -0.003 -0.141 0.091
F 1.90613 -3.70921 21.03160 -0.339 -0.179 -0.117
O -0.29232 0.82396 23.10764 0.602 0.458 0.567
N -0.66881 -0.24967 22.72995 -0.357 -0.085 -0.570
O 0.10577 -1.29492 22.87903 -0.067 -0.436 -0.033
O -1.73715 -0.42025 22.14827 -0.240 -0.473 -0.281
C 2.53996 -2.79481 14.97629 0.023 -0.545 0.028
C 1.68167 -3.56978 15.97115 -0.483 0.433 0.057
N 0.24376 -3.67318 15.60886 0.878 -0.801 -1.196
C -0.09835 -4.37789 14.33601 -0.324 0.726 1.366
C -0.47625 -3.38470 13.28169 0.438 0.053 -0.664
C -0.78665 -3.42619 16.43675 0.563 0.671 0.239
O -1.90375 -3.86120 16.30266 -1.016 -0.415 -0.236
C -0.50445 -2.46109 17.53591 0.216 0.476 0.341
C 0.14082 -1.24627 17.35669 0.039 -0.981 -0.996
C 0.43776 -0.49749 18.44668 0.175 0.540 1.534
C 0.13129 -0.97057 19.70674 0.345 0.107 0.600
N -0.52740 -2.12581 19.89272 0.074 0.741 0.414
C -0.87609 -2.80679 18.81356 -0.853 -1.192 -0.106
H 3.58910 -2.79519 15.27028 -0.009 -0.165 0.248
H 2.24289 -1.76254 14.93980 -0.278 0.506 -0.284
H 2.51571 -3.24314 13.98156 -0.164 0.157 -0.024
H 1.73585 -3.10933 16.94558 0.031 0.171 0.215
H 2.09784 -4.54799 16.14689 -0.030 -0.644 -0.202
H -0.92268 -5.06104 14.49758 -0.178 -0.030 0.336
H 0.73240 -4.98043 14.06133 0.907 -0.389 -0.333
H -1.26424 -2.71889 13.57760 -0.475 0.198 0.413
H -0.83154 -3.93833 12.42936 -0.152 -0.103 -0.586
H 0.36311 -2.76688 12.96480 0.101 -0.031 0.004
H 0.49449 -0.96795 16.37674 -0.128 0.142 -0.206
H 0.97752 0.42800 18.43749 0.131 0.325 -0.422
H 0.51039 -0.40630 20.56684 -0.445 -0.499 -0.200
H -1.47551 -3.71021 18.96290 0.394 0.234 -0.078
```
Positions in Å, forces in eV/Å.

Output
- DFT total energy (hartree) = -4873.7032
- orbital gap (eV) = 7.064

Let us look at the Löwdin charges, expressed in e, one per atom: 1.199, -0.042, -0.599, -0.083, -0.047, -0.178, -0.091, -0.542, 0.839, -0.331, -0.252, -0.072, 0.017, -0.510, -0.042, -0.031, -0.063, 0.097, 0.093, 0.067, 0.085, 0.097, 0.096, 0.092, 0.083, 0.102, 0.091, 0.099, 0.065, 0.087, 0.085, 0.074, 0.088, 0.086, 0.024, 0.084, 0.098, -0.011, -0.162, -0.033, -0.252, 0.200, 0.086, 0.101, 0.104, 0.095, 0.110, 0.083, 0.154, -1.226, -0.003, 0.190, 0.084, 0.088, -0.568, -0.146, -0.075, -0.068, -0.188, -0.022, -0.182, -0.074, -0.450, 0.104, -0.095, 0.015, -0.016, -0.067, 0.023, -0.051, 0.079, 0.060, 0.070, 0.096, 0.120, 0.116, 0.109, 0.075, 0.074, 0.068, 0.126, 0.118, 0.125, 0.152